1.
Computed, not measured: a cluster of 2 separate species, C7H12F2S in total in a non-equilibrium geometry, with the ωB97M-V functional and the def2-TZVPD basis.

```
22
Properties=species:S:1:pos:R:3
C -1.9495 -0.2036 0.1531
C -0.8063 0.3058 -0.2257
C -4.6938 -0.1765 -0.0446
C -0.9349 1.0974 -1.5421
C 1.5697 -0.4621 -0.6561
C 0.5955 -0.6341 1.6515
C 0.5770 0.1586 0.3233
F -4.9215 0.9246 0.6258
F -4.5882 -1.0563 0.9036
S 1.1325 1.9457 0.5322
H -2.8860 -0.0335 -0.4474
H -2.0712 -0.9054 1.1184
H -1.5631 0.5460 -2.3291
H 0.0738 1.0452 -2.0027
H -1.1433 2.1246 -1.4783
H 1.2812 -0.0711 -1.7126
H 1.4627 -1.6188 -0.5173
H 2.6912 -0.2854 -0.3660
H 0.1182 -1.6225 1.4776
H 1.6275 -0.4236 2.0716
H -0.0653 -0.1978 2.3739
H 1.9401 1.7267 1.5897
```

Computed properties:
E_LUMO   0.00666 Ha
Orbital gap   9.3 eV
Strongest force on any atom   4.066 eV/A
E_tot   -871.6720 Ha

So, what does the Löwdin scheme give us? The charges, in e, come out as: C 0.016; C -0.406; C -0.117; C -0.088; C -0.132; C -0.108; C -0.822; F 0.065; F 0.058; S 0.777; H 0.006; H 0.120; H 0.118; H 0.044; H 0.054; H 0.086; H 0.108; H 0.107; H 0.093; H 0.093; H 0.062; H -0.134

=====

2.
Computed, not measured: a cluster of 2 separate species, C7H12F3N3O2 in total in a non-equilibrium geometry, with the ωB97M-V functional and the def2-TZVPD basis.

```
27
Properties=species:S:1:pos:R:3
N 0.6613 0.3330 -1.8411
C 0.2603 1.3329 -0.8931
C -1.2267 1.6969 -0.5680
F -1.3415 2.6257 0.3949
F -1.7610 2.2364 -1.6202
F -2.0492 0.6798 -0.2813
C 0.9651 2.6553 -1.1488
N 1.3149 1.8418 0.0094
O 2.3445 1.0705 0.0001
O 1.2139 2.5069 1.1655
H 0.5461 -0.6043 -1.3900
H 1.6267 0.5657 -1.6897
H 0.5019 3.6125 -0.8921
H 1.5581 2.6333 -2.1718
H 0.7732 1.9314 1.8424
C -1.7242 -2.6767 0.8215
C -0.4279 -2.4734 0.0178
C 0.7517 -1.8982 0.8422
C 0.4256 -0.5534 1.2205
N 0.2157 0.3832 1.8190
H -2.2394 -1.6184 1.0745
H -2.5862 -3.1214 0.4205
H -1.5706 -3.2117 1.8259
H -0.0744 -3.5071 -0.3722
H -0.6797 -1.8312 -0.7587
H 1.7124 -2.0733 0.4213
H 0.8094 -2.5366 1.7517
```

Computed properties:
E_LUMO   0.02363 Ha
Orbital gap   9.6 eV
Strongest force on any atom   4.501 eV/A
E_tot   -888.0378 Ha

So, what does the Löwdin scheme give us? The charges, in e, come out as: N 0.166; C -0.343; C -0.597; F 0.150; F 0.184; F 0.140; C 0.051; N -0.441; O -0.123; O 0.050; H 0.074; H 0.061; H 0.138; H 0.186; H 0.064; C -0.111; C -0.250; C -0.153; C -0.180; N 0.237; H 0.114; H 0.035; H 0.097; H 0.145; H 0.052; H 0.115; H 0.140

=====

3.
Computed, not measured: a cluster of 2 separate species, C7H12F5N4O in total in a non-equilibrium geometry, with the ωB97M-V functional and the def2-TZVPD basis.

```
29
Properties=species:S:1:pos:R:3
F -0.6362 -0.9155 -2.2346
C -0.0799 0.1302 -2.8199
F -0.6196 1.2867 -2.4491
F -0.3064 0.0133 -4.1235
C 1.4713 0.0817 -2.6197
F 2.0305 1.2386 -3.0175
F 1.9252 -0.8657 -3.4446
N 1.9021 -0.2940 -1.3124
C 1.9571 0.5074 -0.2422
N 2.4020 0.1557 0.9986
C 2.2683 1.2967 1.6702
N 1.7610 2.2825 0.9636
N 1.5762 1.7686 -0.2586
H 2.2142 -1.2532 -1.1875
H 2.5594 1.3949 2.7139
H 1.5243 3.2395 1.1938
H 1.1784 2.3040 -1.0243
C -0.7950 -1.6178 1.7378
C -1.9279 -0.6083 1.8015
C -3.2157 -1.1750 1.2285
O -1.5549 0.5704 1.0697
H -0.5841 -1.8972 0.6996
H 0.1204 -1.1835 2.1454
H -1.0312 -2.5230 2.2979
H -2.0903 -0.3059 2.8367
H -3.0866 -1.4430 0.1754
H -4.0136 -0.4328 1.2729
H -3.5344 -2.0626 1.7761
H -1.4145 0.3069 0.1525
```

Computed properties:
E_LUMO   -0.12806 Ha
Orbital gap   9.8 eV
Net charge   +1
Strongest force on any atom   2.066 eV/A
E_tot   -1067.2889 Ha

So, what does the Löwdin scheme give us? The charges, in e, come out as: F 0.197; C -0.564; F 0.186; F 0.199; C -0.467; F 0.170; F 0.182; N 0.233; C -0.313; N 0.206; C -0.080; N 0.135; N 0.162; H 0.194; H 0.162; H 0.204; H 0.191; C -0.061; C -0.482; C -0.051; O -0.075; H 0.073; H 0.060; H 0.089; H 0.142; H 0.082; H 0.086; H 0.088; H 0.053

=====

4.
Computed, not measured: the molecule C7H12INS in a non-equilibrium geometry, with the ωB97M-V functional and the def2-TZVPD basis.

```
22
Properties=species:S:1:pos:R:3
H -0.8403 0.1067 -3.3960
N -0.6779 0.4154 -2.4507
C -1.1683 -0.2272 -1.4759
C -0.9705 0.0149 -0.0337
C -1.3794 1.7830 0.3375
S -0.7278 3.1721 -0.0998
I -3.3564 1.6384 1.3184
C 0.4614 -0.3255 0.5117
C 0.6598 -1.7994 -0.0126
C 0.6399 0.0350 1.9777
C 1.5151 0.5566 -0.2629
H -1.7340 -1.2236 -1.4988
H -1.7475 -0.5525 0.4612
H 0.4379 -1.8627 -1.2422
H -0.1432 -2.4376 0.2765
H 1.7045 -2.0015 0.2812
H 0.3437 1.1562 1.9817
H 1.6674 -0.0729 2.1739
H -0.0017 -0.6303 2.5540
H 1.3085 1.6082 -0.2280
H 1.5852 0.3159 -1.3181
H 2.4235 0.3305 0.1447
```

Computed properties:
E_LUMO   -0.02135 Ha
Orbital gap   7.9 eV
Strongest force on any atom   4.507 eV/A
E_tot   -1024.4327 Ha

So, what does the Löwdin scheme give us? The charges, in e, come out as: H 0.058; N 0.139; C -0.289; C -0.304; C -1.127; S 0.675; I 0.672; C -0.554; C -0.040; C -0.034; C -0.069; H 0.139; H 0.060; H 0.136; H 0.055; H 0.089; H 0.104; H 0.063; H 0.091; H 0.017; H 0.073; H 0.045

=====

5.
Computed, not measured: a structure of composition C7H12KNO2P2S in a non-equilibrium geometry, with the ωB97M-V functional and the def2-TZVPD basis.

```
26
Properties=species:S:1:pos:R:3
S 0.9370 4.9111 -0.6065
P -0.8659 4.1629 -0.9646
P -0.5791 1.9545 -1.1656
O -1.4570 1.6625 0.3457
C -1.0347 0.3638 0.9238
C 0.1008 -0.2229 -0.0766
C 0.5105 -1.7733 0.1123
C 0.7924 -2.2631 1.5663
C 1.2198 -3.7792 1.5817
C 1.2769 -4.4733 0.2110
N 0.9726 -3.9957 -1.0858
C 0.5823 -2.6328 -1.1582
O -0.2157 0.2468 -1.4032
H -1.4518 4.7590 -2.1289
H -1.6253 4.4604 0.2479
H 0.6904 2.2651 -0.5171
H 0.2091 2.1414 -2.3808
H -1.7903 1.9603 -1.9667
H -1.8914 -0.3239 1.2538
H -0.4212 0.6695 1.8802
H 1.0732 0.2949 0.2871
H 0.7278 -1.6138 2.4942
H 1.4977 -4.2964 2.5701
H 1.6276 -5.5720 0.2501
H 0.3499 -2.2017 -2.1990
K -1.2356 3.2962 1.9288
```

Computed properties:
E_LUMO   -0.03507 Ha
Orbital gap   6.9 eV
Strongest force on any atom   5.842 eV/A
E_tot   -2159.7879 Ha

So, what does the Löwdin scheme give us? The charges, in e, come out as: S -0.006; P 0.165; P 0.302; O -0.631; C -0.186; C -0.365; C -0.083; C 0.005; C -0.047; C -0.158; N 0.002; C -0.056; O -0.330; H -0.039; H -0.158; H -0.029; H -0.001; H -0.006; H 0.135; H 0.100; H 0.136; H 0.094; H 0.090; H 0.099; H 0.125; K 0.843

=====

6.
Computed, not measured: the molecule C7H12N2 in a non-equilibrium geometry, with the ωB97M-V functional and the def2-TZVPD basis.

```
21
Properties=species:S:1:pos:R:3
C 1.9989 -0.8599 0.3221
C 1.0096 0.1498 0.1232
C -0.0772 0.1913 -0.7872
C -0.5721 -0.5960 -1.8514
N -1.5373 -1.6959 -1.3545
C -1.0262 1.3371 -0.3101
N -0.5158 1.7751 0.9795
C -0.2395 0.7197 2.0924
C 0.8423 1.1349 1.1112
H 2.9994 -0.3252 0.6067
H 2.1862 -1.4233 -0.7233
H 1.8283 -1.6125 1.1343
H -1.1830 0.0369 -2.6382
H 0.2869 -1.0833 -2.6575
H -2.5594 -1.5619 -1.4349
H -1.1073 -1.9001 -0.3464
H -2.1394 1.1844 -0.2184
H -1.1682 2.2182 -1.0732
H 0.0707 0.8613 3.2052
H -0.5004 -0.3238 2.0760
H 1.4036 1.7731 1.7446
```

Computed properties:
E_LUMO   0.03184 Ha
Orbital gap   8.9 eV
Strongest force on any atom   6.336 eV/A
E_tot   -383.2473 Ha

So, what does the Löwdin scheme give us? The charges, in e, come out as: C -0.068; C -0.287; C -0.207; C -0.282; N -0.032; C -0.170; N -0.021; C -0.070; C -0.268; H 0.115; H 0.128; H 0.094; H 0.131; H 0.159; H 0.058; H 0.113; H 0.123; H 0.139; H 0.127; H 0.087; H 0.133

=====

7.
Computed, not measured: a structure of composition C7H12N2 in a non-equilibrium geometry, with the ωB97M-V functional and the def2-TZVPD basis.

```
21
Properties=species:S:1:pos:R:3
C -2.5872 0.7499 -0.2808
C -1.0480 0.4190 -0.1614
C -0.4730 -0.7395 -0.7006
C -0.7869 -1.3266 0.6168
C 1.0567 0.1710 0.3422
C 2.1253 -0.7415 -0.1692
C -0.3136 0.0646 1.0790
H -2.8235 1.0811 -1.3084
H -2.6994 1.7364 0.3820
H -3.1721 -0.1478 0.2017
H -0.6985 1.5815 -0.1252
H -0.9545 -1.0233 -1.6230
H -0.3512 -2.2701 1.1452
H -1.8791 -1.7032 0.7726
H 1.2838 2.1004 0.1243
H 2.5673 1.4067 -0.3696
H 1.5462 -1.6133 0.2237
H 0.8898 0.5537 -1.7158
H -0.3084 0.3827 2.0092
N 1.7625 1.3200 0.3533
N 0.9175 -0.4152 -0.9351
```

Computed properties:
E_LUMO   0.02345 Ha
Orbital gap   8.6 eV
Strongest force on any atom   11.214 eV/A
E_tot   -383.0470 Ha

So, what does the Löwdin scheme give us? The charges, in e, come out as: C -0.038; C -0.385; C -0.304; C -0.083; C -0.614; C 0.006; C -0.082; H 0.071; H 0.114; H 0.097; H 0.177; H 0.159; H 0.142; H 0.145; H 0.010; H 0.139; H 0.047; H 0.280; H 0.106; N 0.070; N -0.056

=====

8.
Computed, not measured: the molecule C7H12N2 in a non-equilibrium geometry, with the ωB97M-V functional and the def2-TZVPD basis.

```
21
Properties=species:S:1:pos:R:3
C 2.9558 0.3197 -1.3048
C 2.1728 -0.3358 -0.4466
N 0.5644 -0.4322 -0.5847
N 0.0387 -1.0504 -1.7035
C -0.0568 -0.4434 0.6150
C 0.2421 -0.7388 1.8779
C -1.5147 0.3384 0.4110
C -2.5702 -0.2741 -0.1259
C -1.5185 1.7558 0.8928
H 2.5311 0.8854 -2.1297
H 4.0287 0.4083 -1.1548
H 2.6282 -0.8751 0.3834
H -0.3558 -1.9545 -1.4499
H 0.7313 -1.1936 -2.4318
H 1.2082 -1.1533 2.1374
H -0.4812 -0.5857 2.6710
H -2.5204 -1.2902 -0.5017
H -3.5320 0.2267 -0.2151
H -2.4498 2.2723 0.6307
H -1.4080 1.7983 1.9811
H -0.6938 2.3222 0.4483
```

Computed properties:
E_LUMO   0.03531 Ha
Orbital gap   8.6 eV
Strongest force on any atom   7.246 eV/A
E_tot   -383.2717 Ha

So, what does the Löwdin scheme give us? The charges, in e, come out as: C -0.002; C -0.071; N -0.165; N 0.056; C -0.321; C 0.043; C -0.287; C 0.022; C -0.080; H 0.058; H 0.053; H 0.084; H 0.081; H 0.085; H 0.043; H 0.064; H 0.046; H 0.057; H 0.075; H 0.075; H 0.082

=====

9.
Computed, not measured: the molecule C7H12N2O in a non-equilibrium geometry, with the ωB97M-V functional and the def2-TZVPD basis.

```
22
Properties=species:S:1:pos:R:3
C 0.8295 1.2256 -0.7469
C 0.4432 0.0033 -0.8894
C 1.2332 -1.2426 -0.9732
C -1.0592 -0.1814 -1.1791
O -1.7158 1.0472 -1.4540
C -1.7048 -0.7427 0.1158
C -1.2434 0.1579 1.2240
N 0.1086 -0.1385 1.5920
C 1.0483 0.2607 2.2166
N 2.1110 0.3489 2.7648
H 1.8769 1.5222 -0.4345
H 0.1456 2.0785 -0.7699
H 0.7991 -1.6856 -1.8646
H 1.0772 -1.9428 -0.1146
H 2.4100 -0.9989 -1.0146
H -1.1338 -0.7132 -2.0830
H -1.1739 1.4381 -2.1318
H -1.2279 -1.7220 0.1518
H -2.7628 -0.8324 0.0489
H -1.1799 1.2906 0.8826
H -1.8875 0.1073 2.1005
H 3.0065 0.7199 2.5586
```

Computed properties:
E_LUMO   0.03015 Ha
Orbital gap   9.6 eV
Strongest force on any atom   4.166 eV/A
E_tot   -458.5752 Ha

So, what does the Löwdin scheme give us? The charges, in e, come out as: C 0.013; C -0.401; C -0.051; C -0.341; O -0.051; C -0.103; C -0.195; N 0.070; C -0.325; N 0.159; H 0.096; H 0.076; H 0.073; H 0.089; H 0.136; H 0.127; H 0.079; H 0.115; H 0.109; H 0.156; H 0.117; H 0.052

=====

10.
Computed, not measured: the molecule C7H12N2O in a non-equilibrium geometry, with the ωB97M-V functional and the def2-TZVPD basis.

```
22
Properties=species:S:1:pos:R:3
H 3.2347 -1.1085 0.2514
N 3.3325 -0.1033 0.1420
C 2.1982 0.5219 0.2763
O 2.4185 1.8125 0.0945
C 0.8745 0.0306 -0.2138
C 0.7648 -1.2557 -1.0111
C 0.2931 -1.2358 0.4051
C -1.1785 -0.9555 0.6693
C -1.2980 0.5781 0.5117
C -2.6418 1.0654 0.0058
N -0.1934 0.9816 -0.3754
H 3.4877 1.6480 -0.2554
H 1.6816 -1.7988 -1.2458
H 0.0186 -1.2633 -1.8076
H 0.8786 -1.7774 1.1498
H -1.4792 -1.2864 1.6718
H -1.8188 -1.4729 -0.0625
H -1.1075 1.0312 1.4998
H -2.8685 0.6246 -0.9772
H -3.4394 0.7732 0.7026
H -2.6547 2.1603 -0.0901
H -0.5030 1.0304 -1.3415
```

Computed properties:
E_LUMO   0.03272 Ha
Orbital gap   10.1 eV
Strongest force on any atom   4.672 eV/A
E_tot   -458.6023 Ha

So, what does the Löwdin scheme give us? The charges, in e, come out as: H 0.039; N 0.101; C -0.425; O 0.000; C -0.348; C -0.015; C -0.188; C -0.107; C -0.381; C -0.065; N 0.057; H 0.222; H 0.107; H 0.117; H 0.143; H 0.116; H 0.116; H 0.145; H 0.081; H 0.082; H 0.082; H 0.122

=====

11.
Computed, not measured: the molecule C7H12N2O2 in a non-equilibrium geometry, with the ωB97M-V functional and the def2-TZVPD basis.

```
23
Properties=species:S:1:pos:R:3
C 0.5806 -0.0479 -0.7887
C 1.2313 0.1678 -2.1017
C -0.5020 -1.0848 -0.4569
C -1.5485 -0.3305 0.4203
C -0.8543 1.1094 0.7286
C -1.9011 -1.0317 1.6701
C 2.7396 0.5183 0.1981
N 1.3293 0.2727 0.3734
N 0.3411 1.2037 -0.0950
O 0.7292 -0.7161 -3.0421
O -1.7802 2.0773 0.3655
H -0.8409 -1.5034 -1.3666
H -0.0706 -1.9181 0.0662
H -2.4199 -0.2792 -0.2073
H -0.3346 1.4521 1.6207
H -2.0760 -2.1451 1.3722
H -2.7366 -0.7791 2.2254
H -1.0228 -1.1006 2.3164
H 3.2067 -0.4256 -0.1185
H 2.9351 1.1330 -0.7152
H 3.1221 1.0838 0.9957
H 1.1408 -0.5331 -3.8439
H -1.2684 2.8770 0.3833
```

Computed properties:
E_LUMO   0.01184 Ha
Orbital gap   8.9 eV
Strongest force on any atom   4.723 eV/A
E_tot   -533.7146 Ha

So, what does the Löwdin scheme give us? The charges, in e, come out as: C -0.453; C 0.097; C -0.050; C -0.246; C -0.316; C -0.084; C -0.085; N -0.053; N 0.056; O 0.026; O 0.009; H 0.090; H 0.112; H 0.132; H 0.152; H 0.115; H 0.049; H 0.086; H 0.099; H 0.070; H 0.060; H 0.050; H 0.083

=====

12.
Computed, not measured: the ion C7H12N2O2PS with charge +1 in a non-equilibrium geometry, with the ωB97M-V functional and the def2-TZVPD basis.

```
25
Properties=species:S:1:pos:R:3
C 2.0855 0.0674 2.2393
O 1.2100 -0.1876 1.1741
P 1.5770 -0.7578 -0.2417
S 3.4562 -1.0770 -0.9286
N 0.5935 0.3499 -1.3488
C 0.8857 0.4799 -2.6720
C -0.2068 1.0587 -3.2794
N -1.1593 1.3198 -2.3406
C -0.6264 0.8316 -1.1521
C -1.2689 0.8225 0.1671
C -1.8247 -0.5502 0.5952
C -1.7493 -1.1559 2.0639
O -2.3434 -1.2471 -0.2545
H 3.0239 -0.0917 1.8635
H 1.9409 -0.6200 3.1318
H 2.0780 1.1588 2.6265
H 1.0352 -1.8844 -0.3013
H 1.7024 -0.0665 -2.9540
H -0.3104 1.5509 -4.2390
H -2.1201 1.4130 -2.4866
H -0.6544 1.1862 0.9978
H -2.1874 1.3811 0.1866
H -2.5203 -1.8500 2.0745
H -1.9452 -0.5898 2.9544
H -0.6718 -1.5418 2.1242
```

Computed properties:
E_LUMO   -0.13654 Ha
Orbital gap   9.2 eV
Net charge   +1
Strongest force on any atom   6.649 eV/A
E_tot   -1273.1999 Ha

So, what does the Löwdin scheme give us? The charges, in e, come out as: C -0.098; O -0.380; P 0.502; S 0.300; N -0.060; C -0.049; C -0.011; N 0.193; C -0.227; C -0.038; C -0.380; C 0.029; O 0.090; H 0.018; H 0.127; H 0.137; H -0.022; H 0.064; H 0.142; H 0.164; H 0.128; H 0.138; H 0.055; H 0.076; H 0.101